(1)
Here is a cluster of 2 separate species, C4H13NO3 in total in a non-equilibrium geometry from OMol25. Energies are from the ωB97M-V functional and the def2-TZVPD basis.

Summary:
- molecular weight (g mol⁻¹) = 123.2
- LUMO (alpha / beta) (Eh) = -0.11378 / -0.29089
- HOMO energy (alpha / beta) (eV) = -15.099 / -15.124
- energy relative to the best compared isomer or geometry (same formula, charge and spin) (kJ/mol) = 142.83
- orbital gap (alpha / beta) (Eh) = 0.4411 / 0.2649

The geometry in ORCA input format:
```
! RIJCOSX wB97M-V def2-TZVPD def2/J DEFGRID3
* xyz 1 2
C 0.259 1.775 -1.073
N -0.341 0.481 -0.790
C 0.250 -0.390 0.175
C -0.823 -1.368 0.728
O -0.261 -2.355 1.545
C 1.399 -1.178 -0.467
O 2.521 -0.322 -0.444
H -0.502 2.426 -1.477
H 1.049 1.574 -1.826
H 0.820 2.090 -0.205
H -0.668 -0.009 -1.626
H 0.661 0.240 0.973
H -1.288 -1.880 -0.112
H -1.648 -0.872 1.248
H -0.222 -2.029 2.452
H 1.126 -1.504 -1.477
H 1.539 -2.069 0.127
H 3.320 -0.825 -0.646
H -2.570 1.294 1.065
H -1.885 2.681 0.874
O -2.736 2.240 0.955
*
```

***

(2)
Here is a structure of composition C33H30O4P2PdSSe2 in a non-equilibrium geometry from OMol25. Energies are from the ωB97M-V functional and the def2-TZVPD basis.

Summary:
- molecular weight (g mol⁻¹) = 849.0
- LUMO (Eh) = -0.02531
- HOMO energy (eV) = -7.948
- energy relative to the best compared isomer or geometry (same formula, charge and spin) (kJ/mol) = 36.06
- orbital gap (Eh) = 0.2668

The geometry in ORCA input format:
```
! RIJCOSX wB97M-V def2-TZVPD def2/J DEFGRID3
* xyz 0 1
Pd -0.486 0.399 1.059
O -1.723 0.059 3.112
S -0.580 -0.399 3.936
O -0.626 -0.044 5.325
O 0.667 -0.082 3.229
C -0.689 -2.162 3.797
C -0.706 -2.955 4.932
C -0.776 -4.335 4.810
C -0.833 -4.918 3.555
C -0.813 -4.118 2.422
C -0.731 -2.733 2.526
P -0.711 -1.800 0.940
C 0.661 -2.598 0.051
C 1.832 -2.872 0.759
C 2.971 -3.292 0.092
C 2.957 -3.443 -1.290
C 1.800 -3.166 -2.000
C 0.658 -2.738 -1.335
C -2.282 -2.238 0.172
C -2.484 -3.423 -0.531
C -3.739 -3.718 -1.043
C -4.793 -2.836 -0.848
C -4.595 -1.658 -0.142
C -3.342 -1.353 0.366
H -0.671 -2.473 5.900
H -0.790 -4.953 5.698
H -0.894 -5.994 3.453
H -0.854 -4.587 1.446
H 1.857 -2.744 1.835
H 3.872 -3.502 0.654
H 3.847 -3.775 -1.809
H 1.782 -3.275 -3.077
H -0.234 -2.509 -1.906
H -1.667 -4.118 -0.684
H -3.891 -4.637 -1.594
H -5.771 -3.069 -1.248
H -5.415 -0.969 0.012
H -3.181 -0.431 0.913
Se -0.280 0.524 -1.351
P -0.676 2.652 -0.997
Se -1.487 2.760 0.988
C 0.857 3.598 -1.182
C 1.409 3.734 -2.456
C 2.606 4.407 -2.625
C 3.257 4.948 -1.522
C 2.712 4.810 -0.255
C 1.514 4.129 -0.082
C -1.738 3.356 -2.282
C -2.260 2.598 -3.319
C -3.061 3.201 -4.282
C -3.347 4.554 -4.200
C -2.831 5.314 -3.155
C -2.027 4.719 -2.201
H 0.902 3.317 -3.319
H 3.029 4.514 -3.616
H 4.192 5.479 -1.653
H 3.219 5.224 0.606
H 1.092 3.993 0.905
H -2.053 1.536 -3.370
H -3.466 2.608 -5.092
H -3.976 5.021 -4.948
H -3.055 6.371 -3.087
H -1.620 5.312 -1.389
C 3.653 0.287 2.335
C 3.254 0.804 0.975
C 4.156 0.538 -0.208
O 2.193 1.360 0.809
H 4.728 0.139 2.426
H 3.146 -0.668 2.491
H 3.277 0.960 3.103
H 5.201 0.410 0.073
H 4.043 1.343 -0.932
H 3.810 -0.389 -0.677
*
```

***

(3)
Here is an isolated molecule of C15H10BF4NO3 in a non-equilibrium geometry from OMol25. Energies are from the ωB97M-V functional and the def2-TZVPD basis.

Summary:
- SMILES string = O=C(Nc1ccc2c(c1)B(O)OC2)c1ccc(F)cc1C(F)(F)F
- molecular weight (g mol⁻¹) = 339.1
- LUMO (Eh) = -0.00270
- HOMO energy (eV) = -8.599
- energy relative to the best compared isomer or geometry (same formula, charge and spin) (kJ/mol) = 116.74
- orbital gap (Eh) = 0.3133

The geometry in ORCA input format:
```
! RIJCOSX wB97M-V def2-TZVPD def2/J DEFGRID3
* xyz 0 1
O -1.224 -1.568 -1.551
C -0.363 -0.723 -1.606
N -0.342 0.631 -1.204
C -0.996 1.125 -0.057
C -0.551 2.299 0.570
C -0.990 2.742 1.822
C -1.787 1.830 2.600
C -2.133 0.601 2.017
C -1.736 0.323 0.722
B -3.130 -0.085 3.065
O -3.964 -1.175 2.827
O -3.267 0.809 4.177
C -2.314 1.870 4.041
C 0.975 -1.267 -1.984
C 0.946 -2.610 -2.437
C 2.079 -3.188 -3.023
C 3.237 -2.530 -3.098
F 4.291 -3.075 -3.745
C 3.302 -1.252 -2.563
C 2.244 -0.705 -2.003
C 2.553 0.633 -1.222
F 2.318 1.707 -2.015
F 1.813 0.652 -0.064
F 3.816 0.676 -0.802
H 0.467 1.204 -1.425
H 0.193 2.972 0.100
H -0.534 3.652 2.247
H -2.083 -0.653 0.308
H -4.754 -1.192 3.452
H -2.836 2.809 4.274
H -1.592 1.610 4.857
H 0.045 -3.167 -2.314
H 2.038 -4.130 -3.401
H 4.278 -0.826 -2.566
*
```

***

(4)
Here is a structure of composition C46H44As2BrCl5NiO from OMol25. Energies are from the ωB97M-V functional and the def2-TZVPD basis.

Summary:
- molecular weight (g mol⁻¹) = 1078.6
- LUMO (alpha / beta) (Eh) = 0.01069 / 0.01083
- HOMO energy (alpha / beta) (eV) = -7.316 / -7.316
- energy relative to the best compared isomer or geometry (same formula, charge and spin) (kJ/mol) = 0.00
- orbital gap (alpha / beta) (Eh) = 0.2796 / 0.2797

The geometry in ORCA input format:
```
! RIJCOSX wB97M-V def2-TZVPD def2/J DEFGRID3
* xyz 0 1
Ni -0.152 0.694 0.293
C -3.232 -1.219 6.908
C -2.536 -2.247 6.005
C -1.152 -2.574 6.581
C -3.371 -3.527 6.005
C -2.375 -1.666 4.602
C -1.647 -0.501 4.413
C -1.497 0.020 3.144
Br -0.455 1.615 3.006
C -2.006 -0.571 1.976
O -1.836 -0.029 0.776
C -2.776 -1.747 2.174
C -2.928 -2.249 3.464
C -3.489 -2.428 0.997
C -2.484 -2.814 -0.095
C -4.531 -1.462 0.414
C -4.231 -3.700 1.416
H -3.355 -1.621 7.917
H -4.219 -0.967 6.516
H -2.654 -0.297 6.981
H -1.247 -2.982 7.590
H -0.523 -1.684 6.636
H -0.638 -3.308 5.958
H -3.461 -3.903 7.026
H -2.908 -4.311 5.402
H -4.379 -3.352 5.624
H -1.191 0.017 5.246
H -3.514 -3.145 3.588
H -2.046 -1.924 -0.535
H -2.992 -3.379 -0.882
H -1.683 -3.438 0.310
H -4.048 -0.545 0.087
H -5.288 -1.215 1.161
H -5.031 -1.922 -0.443
H -3.557 -4.448 1.839
H -4.700 -4.140 0.534
H -5.020 -3.492 2.142
Cl -0.424 -0.615 -2.358
C 0.453 -1.576 -1.190
C 0.622 -1.061 0.090
C 1.268 -1.895 0.991
Cl 1.544 -1.349 2.619
C 1.723 -3.169 0.649
Cl 2.515 -4.165 1.810
C 1.544 -3.639 -0.648
Cl 2.115 -5.199 -1.098
C 0.902 -2.831 -1.583
Cl 0.672 -3.394 -3.195
C 0.162 3.954 -0.993
C 1.337 3.156 -1.565
As 1.808 1.724 -0.308
C 3.277 0.814 -1.169
C 4.521 0.720 -0.555
C 5.545 0.013 -1.174
C 5.329 -0.601 -2.398
C 4.087 -0.507 -3.011
C 3.062 0.197 -2.399
C 2.678 2.701 1.119
C 2.932 2.038 2.316
C 3.587 2.692 3.350
C 3.984 4.013 3.198
C 3.735 4.677 2.006
C 3.092 4.021 0.965
As -1.215 2.672 -0.448
C -2.513 3.667 0.562
C -3.401 2.949 1.358
C -4.361 3.624 2.096
C -4.432 5.010 2.045
C -3.548 5.724 1.249
C -2.590 5.053 0.501
C -2.159 2.329 -2.106
C -1.763 2.852 -3.331
C -2.459 2.517 -4.487
C -3.548 1.662 -4.421
C -3.945 1.140 -3.197
C -3.250 1.468 -2.045
H -0.227 4.679 -1.707
H 0.459 4.496 -0.092
H 2.209 3.775 -1.776
H 1.059 2.650 -2.492
H 4.700 1.191 0.403
H 6.511 -0.059 -0.691
H 6.126 -1.157 -2.873
H 3.910 -0.991 -3.963
H 2.094 0.253 -2.881
H 2.614 1.012 2.445
H 3.779 2.168 4.277
H 4.488 4.525 4.007
H 4.045 5.707 1.881
H 2.918 4.553 0.040
H -3.332 1.869 1.404
H -5.049 3.066 2.717
H -5.179 5.535 2.626
H -3.604 6.804 1.207
H -1.907 5.618 -0.123
H -0.916 3.522 -3.405
H -2.146 2.926 -5.439
H -4.086 1.401 -5.323
H -4.792 0.468 -3.140
H -3.545 1.047 -1.092
*
```

***

no.,calculated total energy (hartree)
1,-440.3356
2,-7588.2179
3,-1282.4783
4,-12709.3793